No. 1
{"formula": "C4H12NO", "method": "ωB97M-V/def2-TZVPD", "spin_multiplicity": 1, "total_charge": 1, "de_lowest_kj_mol": 134.27, "e_tot_ev": -7872.8994, "elements": ["C", "O", "C", "C", "H", "H", "H", "H", "H", "H", "H", "H", "C", "N", "H", "H", "H", "H"], "coordinates": [[-0.50466, -0.10677, 0.06122], [0.55473, -1.12134, 0.06215], [-1.60959, -0.44348, 1.02360], [-2.66308, 0.66710, 0.99523], [-0.00318, 0.82957, 0.30492], [-0.90601, -0.05135, -0.95406], [0.16173, -1.95984, -0.15464], [-2.07865, -1.36788, 0.66503], [-1.21683, -0.64642, 2.01903], [-3.03470, 0.79242, -0.02225], [-3.50655, 0.45796, 1.64405], [-2.22662, 1.61796, 1.30333], [3.01487, 0.45729, -1.72140], [2.73858, -0.00313, -0.57416], [2.33825, 0.15627, -2.51289], [3.86760, 1.08466, -1.95161], [3.27665, 0.25614, 0.24836], [1.79745, -0.61915, -0.43589]], "atomic_forces_ev_per_a": [[0.25, -0.25, -0.21], [-0.16, 0.76, 0.11], [-0.43, -0.19, -0.20], [0.35, 0.06, -0.04], [-0.03, 0.01, 0.05], [0.05, 0.17, 0.02], [-0.17, -0.74, -0.14], [0.03, -0.03, 0.16], [0.02, 0.17, 0.06], [-0.10, 0.02, 0.02], [-0.03, -0.10, 0.06], [-0.04, 0.03, 0.06], [-0.21, -0.38, -0.10], [-0.65, -0.10, -0.10], [0.13, 0.13, -0.22], [0.03, 0.06, 0.25], [0.16, -0.09, -0.11], [0.80, 0.48, 0.36]], "nbo_charge": [-0.062, -0.736, -0.431, -0.606, 0.185, 0.182, 0.509, 0.205, 0.223, 0.210, 0.238, 0.210, 0.125, -0.590, 0.212, 0.229, 0.428, 0.468]}


No. 2
{"formula": "C4H28O12", "method": "ωB97M-V/def2-TZVPD", "spin_multiplicity": 1, "smiles": "OCCO.OCCO.O.O.O.O.O.O.O.O", "de_lowest_kj_mol": 98.16, "e_tot_ev": -29171.5262, "elements": ["O", "H", "H", "O", "H", "H", "O", "H", "H", "O", "H", "H", "O", "H", "H", "O", "H", "H", "O", "H", "H", "O", "H", "H", "C", "C", "O", "O", "H", "H", "H", "H", "H", "H", "C", "C", "O", "O", "H", "H", "H", "H", "H", "H"], "coordinates": [[0.61032, 0.41154, -4.01915], [0.46159, 0.09885, -4.91786], [0.77736, -0.39551, -3.49076], [-3.00653, 1.09044, 1.69724], [-2.50236, 0.82762, 0.91864], [-2.35842, 1.05852, 2.41596], [-0.44167, 0.62688, 2.37228], [0.47073, 0.95153, 2.36422], [-0.35948, -0.32858, 2.45102], [1.50610, 1.91970, 0.66876], [2.06001, 1.54456, -0.04250], [0.70072, 2.21204, 0.21998], [3.16018, 0.25867, -0.76022], [3.19562, -0.69986, -0.85570], [3.50357, 0.60440, -1.59441], [-0.46075, -0.43147, -0.58261], [-0.13094, 0.36784, -0.14444], [0.25579, -0.69897, -1.17221], [-2.07621, -2.79068, -2.39424], [-1.86141, -1.96203, -1.94568], [-1.49120, -3.44196, -1.99405], [1.15929, -1.98020, -2.67688], [0.73601, -2.59536, -3.29257], [1.94848, -1.66728, -3.14146], [1.29730, -3.88077, 2.11015], [0.58685, -2.55802, 2.13832], [0.75762, -2.03823, 3.45054], [2.68411, -3.61437, 2.42606], [1.32802, -4.28299, 1.08959], [0.89949, -4.66679, 2.75322], [-0.47678, -2.76790, 1.99751], [0.94333, -2.05399, 1.23236], [1.71279, -2.15163, 3.58293], [3.20226, -4.41679, 2.34165], [-2.04739, 4.32371, 0.36203], [-1.43993, 3.90857, -0.94264], [-0.97192, 2.59130, -0.93145], [-3.32924, 3.67994, 0.44546], [-2.20229, 5.40199, 0.35075], [-1.36139, 4.02586, 1.15806], [-0.61920, 4.57649, -1.26434], [-2.08599, 4.15973, -1.79544], [-1.54872, 1.99095, -1.41140], [-3.18574, 2.79224, 0.82326]], "atomic_forces_ev_per_a": [[0.32, -0.33, 0.17], [-0.06, 0.07, 0.06], [-0.61, 0.67, -0.37], [-0.38, 0.16, -0.16], [0.14, -0.19, 0.20], [0.12, 0.05, -0.29], [0.20, 0.02, 0.06], [-0.12, 0.06, -0.17], [0.10, -0.01, 0.23], [0.03, -0.09, -0.38], [-0.23, 0.04, 0.61], [-0.08, 0.23, -0.03], [0.21, -0.15, -0.56], [-0.04, 0.05, 0.19], [0.02, 0.00, 0.12], [0.05, -0.02, -0.14], [-0.06, -0.16, 0.16], [-0.09, 0.01, 0.01], [0.27, 0.04, -0.10], [-0.03, 0.00, 0.09], [-0.13, 0.03, 0.11], [0.34, -0.05, -0.16], [-0.09, 0.07, 0.16], [0.07, -0.36, 0.13], [1.27, -1.03, -1.13], [-0.56, -1.91, 0.27], [0.47, 0.65, -0.97], [-0.34, 0.36, 0.30], [-0.53, 0.02, -0.05], [-0.18, 0.31, 0.33], [-0.02, 0.27, -0.02], [0.10, 1.05, 0.66], [-0.16, 0.27, 0.42], [-0.06, -0.09, 0.06], [-0.82, -0.71, -0.74], [0.72, 1.91, -1.47], [0.27, -0.83, 0.08], [0.60, 0.19, 0.49], [-0.03, 0.02, 0.22], [-0.18, 0.11, 0.27], [0.41, -0.29, 0.82], [-0.66, -0.76, 0.36], [-0.05, 0.10, -0.03], [-0.23, 0.22, 0.20]], "nbo_charge": [-0.957, 0.466, 0.467, -0.964, 0.475, 0.504, -0.986, 0.505, 0.484, -0.992, 0.491, 0.486, -0.948, 0.483, 0.480, -0.985, 0.497, 0.480, -0.948, 0.488, 0.461, -0.952, 0.499, 0.479, -0.084, -0.117, -0.712, -0.758, 0.159, 0.174, 0.192, 0.181, 0.486, 0.480, -0.097, -0.093, -0.763, -0.749, 0.179, 0.173, 0.164, 0.178, 0.496, 0.497]}


No. 3
{"formula": "C11H25InN5O7", "method": "ωB97M-V/def2-TZVPD", "spin_multiplicity": 1, "total_charge": 1, "de_lowest_kj_mol": 97.80, "e_tot_ev": -38757.2977, "elements": ["O", "H", "In", "N", "N", "N", "N", "O", "O", "O", "O", "C", "C", "C", "C", "C", "H", "H", "H", "C", "H", "H", "H", "C", "C", "H", "H", "H", "H", "H", "H", "H", "H", "C", "H", "H", "H", "O", "H", "H", "C", "C", "N", "O", "H", "H", "H", "H", "H"], "coordinates": [[0.12131, -1.98532, -4.26257], [0.32444, -2.47641, -5.09103], [0.25202, -0.43383, -0.12602], [-0.75440, -1.27679, 1.60734], [-1.63311, -1.16771, -0.79661], [1.92829, 0.44346, 0.89670], [1.42234, 0.58560, -1.60932], [-0.15624, -1.28889, 2.76442], [2.05315, 0.37150, 2.28580], [0.93906, 0.84352, -2.91440], [-1.93563, -1.01529, -2.02382], [-2.54213, -1.54480, 0.14131], [-2.05406, -1.61262, 1.46900], [2.68861, 1.30561, 0.22151], [2.38244, 1.40393, -1.18438], [-2.88582, -2.01626, 2.63384], [-2.94241, -1.22087, 3.38792], [-2.47758, -2.91676, 3.10773], [-3.91291, -2.24290, 2.32876], [-3.94918, -1.79017, -0.26434], [-4.01434, -2.47833, -1.11621], [-4.44663, -0.85576, -0.55990], [-4.53086, -2.21025, 0.56036], [3.75282, 2.11587, 0.87193], [3.05836, 2.32603, -2.13592], [4.04996, 1.67275, 1.82588], [3.42518, 3.14750, 1.07678], [4.62993, 2.17819, 0.21287], [2.40104, 2.50941, -2.99055], [4.00177, 1.88098, -2.48971], [3.30996, 3.27770, -1.65361], [1.31037, -0.25330, 2.56846], [0.36583, 0.06428, -3.16395], [0.60659, -2.80482, -3.19256], [-0.22319, -2.85703, -2.48513], [1.46199, -2.27025, -2.74473], [0.91323, -3.83039, -3.48212], [1.52614, -2.53346, 0.52959], [2.50044, -2.47528, 0.65036], [1.17139, -2.74370, 1.42053], [-0.92898, 2.29017, 2.46289], [-1.25485, 2.37138, 0.99405], [-1.97064, 3.44771, 0.64726], [-0.94904, 1.57118, 0.07706], [-1.36360, 3.16963, 2.97084], [0.15513, 2.28043, 2.62773], [-1.35302, 1.38036, 2.90619], [-2.22934, 3.56601, -0.32616], [-2.24382, 4.09799, 1.36593]], "atomic_forces_ev_per_a": [[0.53, -1.14, -1.06], [-0.32, 0.88, 0.73], [0.33, 0.50, 0.07], [-0.89, -0.02, 1.16], [-0.84, -0.19, -0.69], [0.15, 0.59, 0.18], [-0.32, 0.18, -0.90], [-0.50, -0.15, -0.59], [-0.24, -0.24, -0.21], [-0.22, -1.03, 0.40], [-0.18, -0.22, 0.90], [0.50, 0.45, -1.45], [1.37, 0.19, 0.63], [-0.63, -0.70, 0.69], [-0.76, -0.79, -0.22], [-0.38, -0.16, 0.20], [0.24, -0.18, -0.11], [0.06, 0.26, 0.02], [0.38, 0.07, 0.13], [-0.48, -0.18, 0.05], [0.15, 0.23, 0.12], [0.25, -0.14, -0.07], [0.15, 0.05, -0.29], [0.41, 0.22, 0.05], [0.22, 0.33, 0.05], [-0.06, 0.04, -0.21], [-0.01, -0.28, -0.10], [-0.21, 0.01, 0.23], [0.31, 0.01, 0.18], [-0.27, 0.09, 0.00], [-0.07, -0.20, -0.10], [0.69, 0.50, -0.26], [0.76, 0.82, 0.25], [-0.07, 0.42, 0.15], [0.23, -0.26, 0.21], [-0.10, -0.43, 0.08], [-0.19, 0.67, 0.03], [0.43, 0.12, 0.46], [-0.86, -0.03, -0.16], [0.25, 0.14, -0.52], [-0.03, 0.03, 0.12], [-0.31, 0.20, -0.95], [0.14, -0.20, 0.15], [0.31, -0.22, 1.11], [0.31, -0.53, -0.09], [-0.20, -0.08, -0.11], [0.15, 0.14, -0.16], [-0.01, 0.11, 0.33], [-0.14, 0.14, -0.40]], "nbo_charge": [-0.740, 0.484, 1.834, -0.219, -0.183, -0.335, -0.346, -0.512, -0.564, -0.546, -0.398, 0.175, 0.175, 0.176, 0.206, -0.670, 0.250, 0.258, 0.233, -0.673, 0.262, 0.254, 0.230, -0.675, -0.677, 0.258, 0.244, 0.242, 0.267, 0.249, 0.237, 0.508, 0.514, -0.262, 0.179, 0.159, 0.193, -0.932, 0.511, 0.513, -0.721, 0.716, -0.760, -0.700, 0.229, 0.266, 0.257, 0.426, 0.411]}


No. 4
{"formula": "C4H9NO2", "method": "ωB97M-V/def2-TZVPD", "spin_multiplicity": 1, "smiles": "C/N=C\\OCCO", "de_lowest_kj_mol": 394.85, "e_tot_ev": -9875.9683, "elements": ["C", "N", "C", "O", "C", "C", "O", "H", "H", "H", "H", "H", "H", "H", "H", "H"], "coordinates": [[-0.00196, -2.31371, -0.66216], [0.24115, -1.95982, 0.73554], [0.19824, -0.98518, 1.46835], [-0.15387, 0.67393, 1.29243], [0.76178, 1.28775, 0.41367], [0.00880, 1.64139, -0.87097], [-0.94133, 0.62859, -1.12201], [-0.31460, -1.44236, -1.24167], [0.91454, -2.74882, -1.08130], [-0.76782, -3.10042, -0.70249], [0.37986, -0.57423, 2.43382], [1.23660, 2.18689, 0.84254], [1.56799, 0.57245, 0.20317], [-0.50106, 2.60930, -0.75593], [0.69205, 1.70704, -1.72272], [-1.26403, 0.44663, -0.21645]], "atomic_forces_ev_per_a": [[-0.03, 0.29, 0.11], [-0.04, 0.96, 0.84], [-0.43, 1.54, -1.10], [0.11, -1.19, -0.67], [0.23, -0.07, -0.44], [0.13, 0.28, -0.14], [-0.17, 0.07, 0.03], [0.05, -0.21, 0.00], [-0.17, 0.19, 0.25], [0.20, 0.29, 0.19], [0.46, -1.89, 1.32], [-0.34, -0.27, 0.11], [0.07, 0.16, -0.19], [0.10, -0.08, -0.01], [-0.10, 0.02, 0.05], [-0.08, -0.07, -0.35]], "nbo_charge": [-0.450, -0.410, 0.418, -0.693, -0.097, -0.088, -0.737, 0.244, 0.219, 0.220, 0.229, 0.178, 0.153, 0.156, 0.175, 0.483]}


No. 5
{"formula": "C4H7FN2O4S", "method": "ωB97M-V/def2-TZVPD", "spin_multiplicity": 1, "e_tot_ev": -28981.8657, "elements": ["C", "C", "C", "C", "N", "N", "O", "O", "O", "O", "F", "S", "H", "H", "H", "H", "H", "H", "H"], "coordinates": [[-0.69675, 0.14098, 1.17665], [-1.15958, 1.13045, -0.65198], [0.06386, -0.23500, -0.07794], [1.50762, 0.06664, -0.24487], [-1.63346, 1.07386, 0.68395], [-0.20825, -1.49373, -0.55198], [-3.59838, 2.62549, 0.91678], [-0.48200, -0.09311, 2.35119], [-2.64184, 1.28439, 2.82806], [-1.50220, 3.25248, 1.90822], [-0.48340, 2.20090, -0.99768], [-2.43036, 2.22232, 1.58821], [-1.81824, 0.86869, -1.50946], [1.84099, -0.10458, 0.89149], [1.58331, 1.16909, -0.42216], [1.91822, -0.45578, -1.11460], [0.32164, -1.59252, -1.47638], [-1.86405, 0.76679, 2.95674], [-1.18826, -1.63018, -0.43387]], "atomic_forces_ev_per_a": [[0.64, 1.27, 2.10], [1.26, -3.49, -1.32], [-2.76, 2.55, -1.59], [-0.17, 2.31, 3.05], [0.97, -1.34, -0.53], [1.38, -0.72, -1.19], [-1.10, -0.74, -0.04], [-0.33, -0.37, -0.82], [-2.90, 1.86, -0.67], [0.22, -0.25, 0.24], [0.90, 2.14, -0.09], [1.39, 0.69, 0.79], [-0.07, 0.05, 0.94], [0.54, -0.08, -2.89], [0.33, -0.82, 0.15], [0.34, -0.20, 0.79], [-2.05, -0.48, 1.64], [2.06, -1.28, 0.55], [-0.64, -1.13, -1.10]], "nbo_charge": [0.689, 0.305, 0.085, -0.650, -0.765, -0.800, -0.886, -0.569, -0.875, -0.910, -0.328, 2.527, 0.159, 0.260, 0.244, 0.227, 0.390, 0.517, 0.380]}


No. 6
{"formula": "C3H19O6", "method": "ωB97M-V/def2-TZVPD", "spin_multiplicity": 1, "total_charge": 1, "de_lowest_kj_mol": 33.84, "e_tot_ev": -15697.7934, "elements": ["O", "H", "H", "H", "O", "H", "H", "O", "H", "H", "O", "H", "H", "O", "H", "H", "C", "C", "C", "O", "H", "H", "H", "H", "H", "H", "H", "H"], "coordinates": [[0.93681, -0.96260, -0.66071], [0.56372, -1.34840, -1.45667], [1.42571, -1.61949, -0.15964], [0.24427, -0.56812, -0.12558], [0.61101, -2.88134, -3.06349], [1.36542, -3.39444, -3.35302], [-0.07697, -3.08825, -3.69603], [-2.09665, -0.21046, 2.40123], [-1.20800, -0.55963, 2.33329], [-2.06694, 0.37595, 3.15719], [1.60796, -3.19975, 0.63940], [1.22531, -4.06574, 0.78037], [1.95138, -2.94674, 1.49630], [0.92353, -0.50899, 2.15403], [1.09857, 0.42182, 2.29253], [1.59683, -0.95840, 2.66484], [-0.83815, 2.75153, 0.59248], [-1.06112, 1.90161, -0.61242], [-0.02398, 2.08527, -1.68922], [-1.13279, 0.57371, -0.24537], [-0.56990, 3.79325, 0.41655], [-0.06763, 2.37042, 1.26266], [-1.71405, 2.69890, 1.23912], [-2.05146, 2.19121, -0.96377], [-0.12764, 3.04805, -2.18964], [0.12390, 1.43285, -2.54979], [0.97358, 2.10834, -1.25055], [-1.61272, 0.55957, 0.58593]], "atomic_forces_ev_per_a": [[1.12, 0.56, -0.89], [-0.28, -0.67, -1.06], [0.38, -1.45, 0.62], [-1.58, 1.37, 0.67], [-0.02, 0.38, 0.50], [0.30, -0.11, -0.04], [-0.30, 0.01, -0.16], [-0.20, 0.16, -0.51], [0.45, -0.29, 0.22], [-0.13, 0.16, 0.29], [0.23, 0.52, -0.03], [-0.23, -0.32, -0.20], [0.21, -0.14, 0.27], [-0.20, -0.24, -0.38], [0.07, 0.44, 0.04], [0.14, -0.08, 0.36], [0.37, 0.49, 1.43], [-0.37, 1.35, -1.44], [1.29, 0.93, -0.51], [0.45, -2.17, 0.58], [-0.29, -0.05, -0.28], [0.56, -0.26, -0.28], [-0.32, 0.33, -0.15], [-0.09, 0.02, -0.54], [-0.19, 0.25, 0.32], [-0.94, -0.75, 0.29], [0.15, 0.08, 0.31], [-0.57, -0.53, 0.56]], "nbo_charge": [-0.778, 0.568, 0.560, 0.565, -0.977, 0.491, 0.494, -0.950, 0.481, 0.482, -0.963, 0.512, 0.481, -0.975, 0.495, 0.486, -0.631, 0.082, -0.649, -0.767, 0.242, 0.181, 0.218, 0.175, 0.238, 0.227, 0.202, 0.510]}